{"formula": "C9H27N5O9", "method": "ωB97M-V with the def2-TZVPD basis set", "molar_mass_g_mol": 349.34, "charge": -2, "homo_lumo_gap_ev": 4.42, "relative_energy_kj_mol": 27.5, "species": ["N", "H", "H", "H", "H", "N", "H", "H", "H", "H", "C", "O", "O", "O", "C", "O", "O", "O", "C", "O", "C", "C", "N", "C", "C", "O", "C", "H", "H", "H", "H", "H", "H", "H", "H", "H", "H", "H", "H", "H", "H", "H", "C", "O", "N", "N", "H", "H", "H", "H"], "coordinates": [[0.021156, -0.165660, -0.694681], [0.053116, 0.672290, -0.131731], [0.146566, -1.007170, -0.150411], [0.521156, -0.169690, -1.572231], [-0.915674, -0.223150, -1.067691], [-2.603004, -1.922960, 1.729039], [-3.195774, -2.561280, 1.217889], [-2.835604, -1.808620, 2.705219], [-2.674314, -1.094740, 1.155409], [-1.632614, -2.194170, 1.659179], [1.002246, -3.072170, 1.433259], [1.271846, -3.846830, 2.307079], [2.016586, -2.622320, 0.909049], [-0.135694, -2.750720, 1.170439], [-3.198894, 0.307110, -0.782121], [-3.047794, 0.310470, 0.399429], [-2.611284, -0.399950, -1.631621], [-4.064164, 0.970370, -1.313901], [1.772386, 1.413790, -3.490141], [1.152616, 1.674810, -2.241791], [0.794676, 3.028780, -1.939731], [-0.090104, 3.027230, -0.670821], [0.542706, 2.349890, 0.490349], [-0.344344, 2.598920, 1.667919], [-0.250654, 1.320380, 2.490039], [0.925456, 1.390900, 3.401419], [1.146886, 0.231960, 4.099929], [1.822056, 0.327940, -3.571111], [2.693266, 1.995860, -3.525831], [1.098936, 1.799600, -4.255451], [0.382066, 3.746950, -2.648301], [1.782426, 3.346260, -1.605571], [-1.032464, 2.585760, -0.995131], [-0.371834, 4.047520, -0.410571], [1.494646, 2.587880, 0.729679], [-1.370794, 2.732060, 1.326209], [-0.148524, 3.437120, 2.336629], [-0.126004, 0.410240, 1.903359], [-1.161324, 1.198560, 3.076499], [1.106196, -0.672640, 3.493169], [0.346086, 0.054060, 4.817679], [2.032016, 0.293300, 4.733079], [0.866766, -2.922380, -2.562041], [1.040486, -3.152960, -3.745581], [1.880136, -2.351310, -1.930881], [-0.059344, -3.311750, -1.793901], [2.732696, -2.084050, -2.401851], [1.916786, -2.543300, -0.939971], [0.077346, -3.260960, -0.794481], [-0.769084, -3.721250, -2.384401]], "forces_ev_per_angstrom": [[-0.275, -0.831, -0.456], [0.930, 0.496, 0.017], [0.476, -0.816, 0.577], [0.969, 0.193, 0.571], [-2.786, -0.471, -0.444], [-0.706, -1.195, 0.661], [-0.035, -0.538, 0.333], [-0.396, 0.120, -0.150], [-0.538, 3.141, -1.083], [2.098, -1.276, -0.313], [3.885, -0.893, 1.841], [-0.640, -5.387, 5.964], [3.396, 3.940, -5.260], [-7.120, 2.788, -2.831], [-1.946, -0.160, -6.206], [2.640, -0.890, 8.932], [4.933, -3.676, -0.922], [-4.914, 4.759, -1.219], [-1.210, 1.005, 0.552], [-1.333, 0.076, -0.560], [1.584, -0.616, 2.447], [1.178, 0.099, -0.938], [-2.128, 1.337, 0.063], [0.568, -2.061, -0.053], [0.714, -0.067, 1.661], [-1.004, 1.615, -1.733], [-0.827, -1.345, 0.919], [0.550, 0.157, -0.108], [0.539, -0.466, -0.280], [0.088, -0.133, -0.478], [-0.101, -0.730, -0.793], [0.186, 1.325, -0.102], [-0.148, -0.706, 0.609], [0.228, 0.446, -0.151], [0.104, 0.294, -0.530], [0.008, -0.342, -0.166], [0.594, 0.336, -0.232], [-0.097, 0.161, -0.234], [-0.073, -0.045, 0.392], [0.657, -0.095, -0.367], [-0.535, 0.096, 0.405], [0.345, 0.113, -0.537], [5.163, 0.466, -2.004], [-1.561, -0.404, -3.089], [1.825, 2.014, 1.508], [-3.779, -1.536, 0.575], [-0.488, -0.526, -0.101], [0.682, 0.564, 1.414], [-1.055, -0.064, 0.641], [-0.645, -0.271, 1.257]], "nbo_charge": [-0.94, 0.43, 0.45, 0.43, 0.46, -0.91, 0.41, 0.39, 0.47, 0.48, 0.91, -0.87, -0.91, -0.94, 0.90, -0.89, -0.92, -0.89, -0.24, -0.56, -0.07, -0.25, -0.65, -0.26, -0.06, -0.57, -0.25, 0.22, 0.15, 0.17, 0.18, 0.15, 0.24, 0.17, 0.38, 0.23, 0.18, 0.20, 0.16, 0.21, 0.13, 0.17, 0.75, -0.76, -0.89, -0.83, 0.37, 0.43, 0.45, 0.40]}

---

{"formula": "C35H60BF9N5O10P", "method": "ωB97M-V with the def2-TZVPD basis set", "molar_mass_g_mol": 923.66, "charge": 0, "homo_lumo_gap_ev": 8.12, "species": ["C", "C", "O", "C", "C", "C", "P", "O", "O", "O", "C", "O", "C", "N", "C", "C", "C", "C", "F", "F", "C", "F", "F", "C", "F", "F", "C", "F", "F", "F", "C", "C", "C", "C", "C", "N", "C", "C", "B", "O", "N", "C", "C", "H", "H", "H", "H", "H", "H", "H", "H", "H", "H", "H", "H", "H", "H", "H", "H", "H", "H", "H", "H", "H", "H", "H", "H", "H", "H", "H", "H", "H", "H", "C", "O", "C", "C", "N", "C", "C", "O", "C", "H", "H", "H", "H", "H", "H", "H", "H", "H", "H", "H", "H", "H", "H", "H", "C", "O", "C", "C", "N", "C", "C", "O", "C", "H", "H", "H", "H", "H", "H", "H", "H", "H", "H", "H", "H", "H", "H", "H"], "coordinates": [[0.316515, -0.040079, -1.432527], [0.910018, -1.418731, -1.713733], [0.834446, -1.708090, -3.105531], [0.692961, -3.093647, -3.379413], [-0.745316, -3.497463, -3.149383], [-1.776527, -2.762206, -3.824928], [-1.579850, -1.577401, -5.174109], [-2.554591, -1.753771, -6.270729], [-1.634918, -0.173883, -4.422183], [-0.095644, -1.666370, -5.764795], [-3.096237, -2.970534, -3.493877], [-4.075904, -2.166131, -3.988000], [-3.448373, -3.974215, -2.559861], [-4.753690, -4.188067, -2.270102], [-5.053331, -5.120977, -1.409143], [-6.516695, -5.292307, -1.079741], [-7.370678, -5.295222, -2.342859], [-8.839528, -5.514555, -2.093045], [-9.049344, -6.648342, -1.361726], [-9.482543, -5.690716, -3.281698], [-9.545362, -4.355290, -1.326425], [-9.246794, -4.490900, -0.006715], [-9.056553, -3.167390, -1.754730], [-11.093258, -4.317401, -1.449562], [-11.431030, -4.068040, -2.735325], [-11.582983, -5.519260, -1.075665], [-11.797531, -3.229383, -0.588104], [-11.356572, -2.004720, -0.916310], [-11.582345, -3.428180, 0.719693], [-13.115523, -3.298442, -0.824085], [-4.024170, -5.920016, -0.792332], [-4.322286, -7.033581, 0.182912], [-5.076012, -8.208857, -0.485772], [-4.994750, -6.525357, 1.484693], [-4.242836, -6.958937, 2.744583], [-2.762634, -5.708500, -1.067293], [-2.429269, -4.727386, -1.952470], [-1.056269, -4.479757, -2.235252], [0.060988, -5.316114, -1.481482], [0.009804, -5.507262, -0.132967], [1.191121, -5.902342, -2.212822], [2.420337, -5.928627, -1.416666], [0.860536, -7.253630, -2.676714], [1.103541, 0.678830, -1.206903], [-0.208101, 0.302113, -2.323729], [-0.389143, -0.057720, -0.604352], [1.967556, -1.435492, -1.426535], [0.400737, -2.194074, -1.134164], [0.980270, -3.246171, -4.415198], [1.372264, -3.681585, -2.764361], [-1.827801, 0.504472, -5.086774], [-0.186708, -2.077733, -6.636094], [-4.422136, -2.515908, -4.818089], [-6.692791, -6.181561, -0.484516], [-6.796920, -4.435143, -0.460517], [-7.240445, -4.348406, -2.864663], [-7.063970, -6.082464, -3.035085], [-3.341486, -7.418159, 0.463153], [-6.128280, -8.230035, -0.194830], [-4.642404, -9.161487, -0.191433], [-5.057417, -8.131718, -1.574058], [-6.023552, -6.881352, 1.541530], [-5.009537, -5.432682, 1.471269], [-3.167369, -6.820476, 2.614481], [-4.402850, -8.017231, 2.957649], [-4.545352, -6.376086, 3.612874], [-0.777437, -5.118021, 0.260277], [2.435968, -6.741643, -0.681528], [2.550399, -4.992725, -0.871864], [3.282876, -6.049957, -2.075941], [0.034699, -7.214354, -3.387530], [0.612505, -7.929274, -1.849446], [1.721903, -7.671431, -3.202895], [3.024360, 2.589681, -2.112117], [3.224894, 2.347151, -0.734288], [4.508417, 1.835129, -0.400687], [5.313503, 2.843693, 0.387511], [5.688740, 3.981673, -0.438377], [6.295722, 5.092903, 0.285929], [5.463231, 5.806999, 1.343657], [4.371699, 6.542426, 0.825393], [3.181736, 5.808364, 0.617786], [1.968616, 2.818647, -2.246940], [3.616802, 3.435597, -2.477816], [3.268603, 1.705014, -2.708483], [5.046334, 1.534623, -1.304808], [4.358622, 0.945144, 0.217399], [6.224009, 2.357449, 0.751184], [4.716924, 3.128665, 1.265406], [4.869112, 4.316789, -0.928088], [6.597375, 5.838435, -0.453860], [7.212536, 4.730094, 0.762512], [6.111941, 6.541742, 1.827459], [5.120355, 5.127803, 2.133465], [3.069099, 5.008453, 1.355073], [3.132229, 5.372305, -0.384595], [2.347147, 6.501388, 0.723672], [7.909787, 11.419463, 3.285967], [7.934774, 11.262097, 4.689536], [6.827437, 11.835275, 5.371920], [5.946561, 10.767408, 5.980831], [5.260539, 10.001188, 4.951559], [4.542751, 8.826255, 5.430704], [5.341275, 7.709947, 6.093565], [6.208387, 7.017188, 5.217165], [7.482503, 7.599349, 5.024990], [8.870955, 11.076592, 2.907157], [7.116360, 10.830021, 2.813022], [7.776439, 12.468881, 3.006068], [6.248632, 12.470475, 4.694853], [7.222984, 12.464918, 6.173761], [5.199149, 11.250495, 6.617803], [6.581552, 10.145776, 6.627874], [5.933007, 9.713601, 4.252340], [4.019198, 8.392697, 4.575121], [3.774849, 9.158789, 6.137231], [4.623212, 6.967097, 6.450050], [5.897913, 8.060058, 6.971827], [7.830013, 8.114996, 5.924396], [7.494781, 8.303972, 4.187906], [8.178535, 6.792848, 4.793434]], "forces_ev_per_angstrom": [[0.164, 0.011, -0.195], [0.169, 0.120, 0.058], [-0.106, 0.048, -0.124], [0.135, 0.213, 0.087], [-0.058, -0.060, -0.214], [0.028, -0.054, 0.137], [-0.260, 0.015, 0.036], [0.163, -0.032, 0.169], [0.052, -0.061, -0.385], [-0.070, -0.134, 0.009], [0.210, 0.084, -0.100], [-0.186, -0.059, 0.103], [0.083, -0.203, 0.245], [-0.083, -0.112, 0.095], [0.183, -0.113, -0.052], [0.045, 0.221, 0.059], [0.074, 0.104, -0.110], [-0.255, -0.103, 0.053], [0.073, 0.088, -0.142], [0.144, 0.051, 0.131], [-0.017, 0.065, 0.258], [0.029, 0.138, -0.274], [-0.069, -0.269, 0.047], [-0.006, -0.060, -0.261], [0.013, -0.063, 0.388], [0.048, 0.286, -0.143], [-0.030, 0.174, 0.183], [-0.266, -0.505, 0.140], [-0.158, 0.083, -0.484], [0.469, 0.103, 0.128], [0.021, 0.113, -0.076], [-0.113, -0.319, 0.090], [-0.241, 0.242, 0.052], [0.355, 0.084, 0.076], [0.111, -0.123, -0.151], [-0.116, 0.021, 0.055], [-0.252, 0.101, -0.082], [-0.063, -0.221, 0.025], [0.043, -0.109, -0.254], [0.189, 0.294, 0.010], [-0.135, -0.123, 0.764], [0.079, -0.098, -0.075], [0.204, 0.265, -0.403], [-0.067, 0.046, 0.072], [-0.072, -0.025, 0.031], [0.005, -0.010, 0.048], [-0.008, -0.126, 0.082], [-0.099, -0.017, -0.034], [0.042, 0.032, -0.039], [-0.064, 0.017, -0.032], [-0.038, 0.146, 0.190], [0.128, 0.070, -0.046], [0.107, 0.118, -0.124], [0.001, -0.053, -0.044], [-0.028, -0.058, 0.047], [-0.040, -0.030, -0.047], [0.005, -0.081, 0.086], [0.072, 0.124, -0.076], [0.015, -0.006, 0.009], [0.032, -0.049, -0.057], [0.145, -0.123, -0.011], [-0.086, 0.145, -0.022], [-0.167, 0.018, -0.023], [-0.013, 0.075, 0.022], [-0.018, 0.007, 0.033], [-0.105, -0.065, 0.047], [-0.070, -0.093, 0.020], [-0.028, -0.001, 0.043], [-0.042, 0.017, -0.039], [-0.002, -0.057, -0.035], [-0.117, -0.045, 0.071], [-0.059, -0.047, 0.003], [-0.010, -0.007, -0.020], [-0.042, -0.046, 0.025], [-0.010, 0.077, -0.042], [0.017, -0.122, 0.049], [-0.010, 0.119, -0.033], [-0.127, 0.002, 0.055], [0.039, -0.020, -0.131], [0.111, 0.066, 0.139], [-0.042, -0.024, -0.062], [-0.019, 0.091, 0.010], [0.000, 0.012, 0.000], [0.041, -0.034, -0.010], [-0.004, 0.011, -0.037], [0.030, 0.043, -0.007], [-0.019, -0.007, -0.023], [0.012, 0.012, 0.022], [0.018, -0.054, 0.032], [0.002, 0.007, -0.004], [0.026, 0.002, 0.013], [-0.003, -0.014, 0.024], [-0.016, 0.002, 0.021], [-0.032, -0.043, -0.051], [0.000, -0.026, -0.006], [0.005, -0.058, 0.027], [0.007, 0.004, 0.005], [0.048, 0.009, 0.027], [-0.032, -0.067, -0.064], [0.014, 0.097, 0.079], [-0.019, -0.107, -0.068], [0.144, -0.049, 0.037], [-0.068, 0.073, -0.103], [-0.085, -0.048, 0.091], [0.048, 0.001, -0.070], [-0.008, -0.101, -0.044], [0.002, -0.009, 0.007], [-0.031, 0.037, 0.003], [-0.004, 0.007, -0.019], [-0.041, -0.034, -0.013], [0.018, 0.010, -0.023], [-0.013, -0.016, 0.018], [-0.003, 0.045, 0.050], [-0.015, -0.002, -0.017], [-0.018, -0.005, 0.014], [0.005, 0.007, 0.024], [0.021, -0.017, 0.002], [0.026, 0.065, -0.042], [0.004, 0.029, 0.002], [0.006, 0.056, 0.050], [-0.007, -0.006, 0.014]], "mulliken_charge": [-0.68, 0.18, -0.36, -0.97, -0.12, 0.75, 1.07, -0.80, -0.49, -0.56, 0.16, -0.59, 0.19, -0.56, 0.60, -0.36, -1.05, 0.90, -0.32, -0.32, 0.69, -0.33, -0.32, 0.55, -0.29, -0.28, 0.61, -0.24, -0.23, -0.24, -0.28, 0.03, -1.57, -0.46, -1.47, -0.26, -0.14, -0.16, 1.37, -0.78, -0.14, -1.14, -1.10, -0.09, 0.15, 0.36, 0.35, -0.02, 0.41, 0.16, 0.31, 0.33, 0.30, 0.09, 0.39, 0.41, 0.35, 0.80, 0.42, 0.37, 0.34, 0.35, 0.38, 0.31, 0.35, 0.41, 0.31, 0.38, 0.31, 0.33, 0.31, 0.31, 0.36, -0.85, -0.30, -0.83, -0.24, -0.31, -0.87, -0.09, -0.43, -0.56, 0.24, 0.36, 0.39, 0.42, 0.40, 0.38, 0.19, 0.10, 0.40, 0.39, 0.17, 0.28, 0.28, 0.18, 0.31, -0.70, -0.35, -0.79, -0.21, -0.27, -0.72, -0.47, -0.39, -0.57, 0.24, 0.28, 0.34, 0.41, 0.39, 0.38, 0.18, 0.04, 0.35, 0.40, 0.35, 0.34, 0.32, 0.15, 0.29]}